1.
The following is a DFT calculation (ωB97M-V/def2-TZVPD) of 2 unconnected molecules or ions with the total composition C3H6NOP.

2S+1 = 1
energy = -16031.824 eV
E_LUMO = -0.266 eV

```
12
C3H6NOP ωB97M-V/def2-TZVPD
C 2.024 -0.982 0.003
C -1.805 0.215 1.201
C 1.905 0.143 -0.854
N 1.887 -1.870 0.728
O -1.345 0.627 -0.103
P -0.525 -0.336 -1.204
H -1.673 -0.928 1.183
H -2.889 0.370 1.136
H -1.200 0.723 1.967
H 1.957 1.138 -0.261
H 2.368 0.107 -1.825
H -0.704 0.792 -1.970
```

***

2.
The following is a DFT calculation (ωB97M-V/def2-TZVPD) of 2 unconnected molecules or ions with the total composition C3H6NPS.

2S+1 = 1
energy = -24817.562 eV
E_LUMO (spin up / spin down) = -3.919 / -3.919 eV

```
12
C3H6NPS ωB97M-V/def2-TZVPD
C 3.329 0.023 0.420
C -0.501 -0.382 1.348
C -1.135 -0.174 -1.494
N 4.396 0.247 0.705
P 0.031 0.500 -0.255
S -0.293 2.412 0.015
H 0.354 -0.126 1.881
H -1.389 0.122 1.455
H -0.723 -1.457 1.095
H -1.242 -1.227 -1.413
H -2.120 0.177 -1.254
H -0.707 -0.115 -2.502
```

***

3.
The following is a DFT calculation (ωB97M-V/def2-TZVPD) of a single C3H6O molecule.

2S+1 = 1
energy = -5254.443 eV
E_LUMO = 1.205 eV

```
10
C3H6O ωB97M-V/def2-TZVPD
C -1.249 0.116 -0.170
C 0.112 0.233 0.459
C 1.299 -0.387 -0.106
H -1.120 -0.103 -1.239
H -1.773 1.074 -0.087
H -1.824 -0.685 0.279
H 0.111 0.381 1.548
H 1.245 -0.997 -0.991
H 2.134 -0.644 0.554
O 1.066 1.012 -0.249
```

***

4.
The following is a DFT calculation (ωB97M-V/def2-TZVPD) of a single C3H6O molecule.

2S+1 = 1
energy = -5254.297 eV
E_LUMO = 0.919 eV

```
10
C3H6O ωB97M-V/def2-TZVPD
C -0.926 0.518 0.870
C -0.317 0.302 -0.645
C 0.854 -0.648 -0.246
O -2.022 0.475 1.409
H -0.990 -0.213 -1.194
H -0.096 1.071 1.433
H -0.033 1.270 -1.136
H 1.373 -1.159 -1.097
H 0.555 -1.485 0.252
H 1.601 -0.130 0.354
```

***

5.
The following is a DFT calculation (ωB97M-V/def2-TZVPD) of a single C3H6O molecule.

2S+1 = 1
energy = -5252.321 eV
E_LUMO = -0.067 eV

```
10
C3H6O ωB97M-V/def2-TZVPD
C -1.092 0.061 0.683
C -0.172 0.492 -0.338
O -0.305 1.514 -1.025
C 1.129 -0.277 -0.246
H -1.653 0.831 1.243
H -1.036 -0.420 -0.757
H -1.042 -0.921 1.148
H 1.594 -0.276 -1.225
H 1.696 0.354 0.449
H 1.057 -1.290 0.176
```

***

6.
The following is a DFT calculation (ωB97M-V/def2-TZVPD) of a single C3H6O molecule.

2S+1 = 1
energy = -5254.613 eV
E_LUMO = 0.923 eV

```
10
C3H6O ωB97M-V/def2-TZVPD
C 0.994 -0.668 -0.293
C 0.043 0.106 0.645
O 0.454 0.498 1.754
C -1.159 0.663 -0.005
H 1.849 -1.192 0.180
H 1.647 -0.022 -0.797
H 0.568 -1.354 -0.917
H -1.501 -0.319 -0.511
H -0.990 1.282 -0.740
H -1.905 1.007 0.684
```

***

7.
The following is a DFT calculation (ωB97M-V/def2-TZVPD) of 2 unconnected molecules or ions with the total composition C3H6O.

2S+1 = 1
energy = -5250.252 eV
E_LUMO = -0.214 eV

```
10
C3H6O ωB97M-V/def2-TZVPD
O -0.874 -0.555 0.731
C -0.375 0.688 0.429
C -0.598 -0.966 -1.624
C 0.866 1.091 0.667
H -0.254 -1.001 1.329
H -1.118 1.270 -0.101
H 0.507 -1.043 -1.485
H -0.942 -2.002 -1.424
H 1.189 2.060 0.312
H 1.599 0.459 1.165
```

***

8.
The following is a DFT calculation (ωB97M-V/def2-TZVPD) of a single C3H6O molecule.

2S+1 = 1
energy = -5254.095 eV
E_LUMO = 1.123 eV

```
10
C3H6O ωB97M-V/def2-TZVPD
C -1.758 0.108 -0.067
C 0.626 0.340 0.096
C 1.885 -0.091 -0.088
H -2.246 0.043 0.918
H -1.735 1.199 -0.445
H -2.190 -0.597 -0.806
H 0.431 1.471 0.115
H 2.630 0.688 -0.083
H 2.252 -1.088 -0.030
O -0.458 -0.482 0.086
```

***

9.
The following is a DFT calculation (ωB97M-V/def2-TZVPD) of 2 unconnected molecules or ions with the total composition C3H6O.

2S+1 = 1
energy = -5253.431 eV
E_LUMO = 0.750 eV

```
10
C3H6O ωB97M-V/def2-TZVPD
C 0.283 -2.255 -2.407
C 0.550 -1.200 -1.794
C 0.685 0.145 -1.125
H 0.113 -3.181 -2.931
H 1.189 0.837 -1.821
H 1.371 -0.076 -0.290
H -0.212 0.643 -0.721
O -1.406 1.308 3.759
H -0.578 1.795 3.970
H -1.997 1.985 3.358
```

***

10.
The following is a DFT calculation (ωB97M-V/def2-TZVPD) of a molecular structure, C3H6O.

2S+1 = 1
energy = -5250.362 eV
E_LUMO = 0.571 eV

```
10
C3H6O ωB97M-V/def2-TZVPD
O -1.675 0.180 0.888
C -0.619 0.017 0.142
C 0.676 -0.696 0.296
C 0.628 0.790 -0.097
H -1.710 -0.185 -0.492
H -1.042 -0.338 -1.159
H 1.017 -1.402 -0.456
H 0.932 -0.950 1.322
H 0.937 1.050 -1.106
H 0.855 1.533 0.663
```

***

11.
The following is a DFT calculation (ωB97M-V/def2-TZVPD) of a single C3H6O2 molecule.

2S+1 = 1
energy = -7301.776 eV
E_LUMO = 0.870 eV

```
11
C3H6O2 ωB97M-V/def2-TZVPD
C -1.336 0.731 0.042
O -0.994 -0.631 0.087
C 0.364 -1.000 0.022
C 1.426 0.062 -0.192
O 2.588 -0.165 0.042
H -0.729 1.353 0.717
H -1.261 1.149 -0.973
H -2.377 0.789 0.367
H 0.488 -1.712 -0.808
H 0.638 -1.535 0.938
H 1.115 1.040 -0.606
```

***

12.
The following is a DFT calculation (ωB97M-V/def2-TZVPD) of a single C3H6O2 molecule.

2S+1 = 1
energy = -7301.616 eV
E_LUMO = 0.718 eV

```
11
C3H6O2 ωB97M-V/def2-TZVPD
C 1.028 -0.134 -0.877
C 0.701 -0.311 0.545
C -0.435 0.499 0.947
H -0.494 -0.749 -1.878
H 1.802 0.718 -0.976
H 1.526 -1.184 -1.321
H 0.304 -1.263 0.749
H 1.560 -0.038 1.186
H -0.302 1.627 1.200
O -0.052 0.079 -1.695
O -1.468 -0.007 1.364
```